# 1
A cluster of 2 separate species, C7H16O2P in total in a non-equilibrium geometry. Source: OMol25; level of theory: wB97M-V/def2-TZVPD.

```
! wB97M-V def2-TZVPD RIJCOSX def2/J DEFGRID3
* xyz -1 1
C -4.12455 -0.42334 1.09375
C -2.27672 -0.41196 2.67138
C 0.31579 -0.61556 -1.64103
C 1.57271 1.63026 -1.81241
C 2.87099 -0.50349 -1.29427
C -2.87363 -0.27214 1.37610
C 1.57162 0.19519 -1.13026
O 2.81733 1.09579 1.21870
O 0.27985 0.96350 1.27870
P 1.55798 0.48873 0.71492
H 1.65633 -0.92656 0.99860
H -4.54181 -0.21288 0.13751
H -4.88908 -0.70091 1.76250
H -1.80246 0.49677 2.92536
H -1.52913 -1.18638 2.58867
H -3.04720 -0.71649 3.34147
H -0.55601 0.00172 -1.74186
H 0.50617 -1.00909 -2.59388
H 0.16578 -1.41563 -0.81612
H 2.22715 1.59233 -2.73849
H 2.08525 2.16182 -1.11301
H 0.50296 1.74729 -2.01109
H 3.69398 -0.07414 -0.60827
H 2.80775 -1.49850 -0.85465
H 3.23378 -0.41229 -2.30430
H -2.22483 0.00597 0.55197
*
```

## Properties
- HOMO energy (eV) = -4.66
- HOMO-LUMO gap (eV) = 8.18


# 2
A cluster of 2 separate species, C7H16O3 in total in a non-equilibrium geometry. Source: OMol25; level of theory: wB97M-V/def2-TZVPD.

```
! wB97M-V def2-TZVPD RIJCOSX def2/J DEFGRID3
* xyz 0 1
C 1.90699 -0.28187 -0.04035
C 3.41488 -0.27185 0.12837
C 1.41253 -0.99360 -1.24652
C 1.40702 1.39405 -0.45539
O 1.30860 -0.60592 1.15653
O 0.54633 2.02565 0.03721
H 0.33562 -0.55569 1.07386
H 1.59072 1.29621 -1.71975
H 1.46248 -0.14173 -2.10434
H 3.74430 -1.25503 0.46696
H 3.70423 0.47118 0.87148
H 3.90953 -0.04928 -0.81474
H 2.01693 -1.85091 -1.52098
H 0.35774 -1.25500 -1.19092
C -2.40796 -0.73779 0.13057
C -1.81410 0.71782 1.93728
C -2.55573 0.32864 -0.94992
O -1.46844 -0.40392 1.14140
H -2.02796 -1.66723 -0.30056
H -3.38224 -0.95040 0.59398
H -1.77912 1.65224 1.37006
H -1.07957 0.76384 2.73978
H -2.81953 0.59341 2.35818
H -1.57768 0.67949 -1.27154
H -3.08694 -0.08805 -1.80436
H -3.11862 1.18573 -0.58630
*
```

## Properties
- HOMO energy (eV) = -8.47
- SMILES = CC(C)(O)C=O.CCOC
- HOMO-LUMO gap (eV) = 9.40


# 3
A cluster of 2 separate species, C7H16O3 in total in a non-equilibrium geometry. Source: OMol25; level of theory: wB97M-V/def2-TZVPD.

```
! wB97M-V def2-TZVPD RIJCOSX def2/J DEFGRID3
* xyz 0 1
C 0.35921 0.61244 1.60365
C -0.31073 -0.65314 2.13050
C 0.36873 1.72308 2.65811
C -0.38552 1.16037 0.38322
O 1.72169 0.38458 1.24801
O -1.62225 1.07633 0.26123
H 1.78583 -0.45871 0.78447
H 0.17080 1.97188 -0.12100
H -0.33982 -1.42352 1.35909
H -1.33800 -0.43857 2.41602
H 0.23127 -1.02734 2.99725
H -0.64847 2.00080 2.92610
H 0.89170 2.59683 2.27361
H 0.89222 1.37117 3.54504
C -0.32228 -0.65223 -1.71376
C 0.47000 -1.94935 -1.72094
C -0.13335 0.19380 -2.96770
O -1.62823 -0.85738 -1.38281
H -1.93653 -0.02882 -0.81092
H 0.10711 0.04820 -0.81127
H 1.53247 -1.76393 -1.87735
H 0.11690 -2.57096 -2.54240
H 0.31069 -2.50311 -0.79662
H -0.67399 1.13393 -2.86874
H -0.53910 -0.34481 -3.82423
H 0.91966 0.39844 -3.14855
*
```

## Properties
- HOMO energy (eV) = -9.90
- SMILES = CC(C)(O)C=O.CC(C)O
- HOMO-LUMO gap (eV) = 10.36


# 4
A cluster of 4 separate species, C7H16O4 in total in a non-equilibrium geometry. Source: OMol25; level of theory: wB97M-V/def2-TZVPD.

```
! wB97M-V def2-TZVPD RIJCOSX def2/J DEFGRID3
* xyz 0 1
O 0.62048 3.39100 -1.08656
C 0.12376 2.39487 -0.64587
C 0.56970 1.49740 0.52704
C -0.74699 1.04504 1.25310
C -1.53520 -0.14302 0.69670
C -2.85105 -0.06842 0.57271
C -0.87762 -1.37677 -1.36796
C -0.80014 -1.12101 -0.07172
H -0.68799 1.94243 -1.28893
H 1.16562 0.64179 0.21985
H 1.35724 1.88511 1.20008
H -1.46240 1.92156 1.33296
H -0.57337 0.90884 2.38793
H -3.56683 0.70731 0.79440
H -3.44126 -1.02446 0.31080
H -0.36450 -2.34160 -1.76318
H -1.60012 -0.95703 -1.97369
H -0.30767 -1.73033 0.61386
H 2.76788 -1.09496 -1.15852
H 3.67092 -0.19511 -0.27717
O 2.75271 -0.45686 -0.46727
H -0.01617 -2.28889 3.74745
H 1.34527 -1.49087 3.30052
O 0.27471 -1.36816 3.46253
H 1.75329 -0.75021 -3.96719
H 0.81944 0.06056 -2.98105
O 1.61028 0.01179 -3.37082
*
```

## Properties
- HOMO energy (eV) = -9.01
- SMILES = C=CC(=C)CCC=O.O.O.O
- HOMO-LUMO gap (eV) = 9.34


# 5
A cluster of 2 separate species, C7H16S2 in total in a non-equilibrium geometry. Source: OMol25; level of theory: wB97M-V/def2-TZVPD.

```
! wB97M-V def2-TZVPD RIJCOSX def2/J DEFGRID3
* xyz 0 1
C 2.83664 -0.87521 -0.66729
C 1.90297 0.39708 1.33659
C -1.50765 1.53774 0.91189
C -3.08343 0.06113 -0.25828
C 2.12811 0.24179 -0.15623
C -1.69932 0.67534 -0.34438
C -0.64000 -0.47037 -0.51049
S -0.60003 -1.68049 0.67907
S -0.67804 -0.98571 -2.22878
H 2.74976 -1.85712 -0.01669
H 3.91631 -0.74491 -0.77906
H 2.42992 -1.02496 -1.68563
H 2.83719 0.40408 1.83100
H 1.31172 1.29971 1.54785
H 1.49205 -0.62945 1.67128
H -1.37422 1.11214 1.87325
H -2.33542 2.28874 1.08493
H -0.57941 2.04917 0.58754
H -3.21614 -0.51845 -1.11663
H -3.71492 0.93858 -0.36020
H -3.24777 -0.49696 0.68571
H 1.94509 1.13517 -0.75225
H -1.73750 1.35879 -1.24116
H 0.47318 -2.52444 0.16576
H 0.39091 -1.69139 -2.25782
*
```

## Properties
- HOMO energy (alpha / beta) (eV) = -7.22 / -7.17
- HOMO-LUMO gap (alpha / beta) (eV) = 7.40 / 7.72


# 6
A structure of composition C7H17AsBr2F6PRh in a non-equilibrium geometry. Source: OMol25; level of theory: wB97M-V/def2-TZVPD.

```
! wB97M-V def2-TZVPD RIJCOSX def2/J DEFGRID3
* xyz 3 2
Rh 0.42530 -1.58842 -0.76762
Br 2.43845 -2.31256 -2.32705
C 2.00263 -4.12420 -1.77799
Br 0.96057 -4.01788 -0.12981
H 2.92245 -4.66278 -1.57027
H 1.39169 -4.59220 -2.54398
F -0.71454 -2.51532 -2.54422
As -2.17535 -1.51239 -2.36060
F -2.06139 -0.97310 -3.92312
F -0.70224 -0.24774 -1.91353
F -3.17177 -0.31019 -1.74974
F -1.76763 -1.84951 -0.57968
F -3.20132 -2.80782 -2.42409
C 0.86788 2.10731 -1.55388
C 1.19633 1.79103 -0.09636
P 0.40691 0.33430 0.65927
C 1.08679 0.20648 2.39286
C 1.11409 1.47807 3.17418
C -1.41863 0.75048 0.93140
C -1.76866 1.91626 1.75453
H 1.42192 3.00445 -1.83032
H -0.18198 2.34554 -1.71792
H 1.19070 1.33294 -2.24504
H 0.89615 2.60595 0.57021
H 2.27094 1.60436 0.02324
H 2.11500 -0.15476 2.18044
H 0.54863 -0.59074 2.91021
H 1.66287 2.29033 2.70512
H 1.59792 1.26726 4.14861
H 0.11369 1.81939 3.50356
H -1.90256 -0.16600 1.27683
H -1.67848 0.90923 -0.14720
H -1.70122 1.72604 2.84428
H -2.88031 2.07775 1.66396
H -1.30482 2.85842 1.46374
*
```

## Properties
- HOMO energy (alpha / beta) (eV) = -20.99 / -20.91
- HOMO-LUMO gap (alpha / beta) (eV) = 5.20 / 4.73


# 7
A cluster of 3 separate species, C7H17Cl4IO2PS in total in a non-equilibrium geometry. Source: OMol25; level of theory: wB97M-V/def2-TZVPD.

```
! wB97M-V def2-TZVPD RIJCOSX def2/J DEFGRID3
* xyz 1 1
O -3.92714 1.47754 0.25004
P -3.22830 1.51236 -1.18568
O -3.57690 2.96479 -1.80481
S -4.46828 0.04319 -2.32732
C -3.36617 -1.34390 -2.74321
C -2.12959 -1.45753 -1.82777
C -0.86018 -1.08114 -2.60241
I 0.57084 -0.18777 -1.27824
H -3.29800 1.90815 0.86167
H -3.57361 2.93278 -2.77819
H -4.76711 0.60910 -3.50963
H -3.04488 -1.25276 -3.77084
H -3.95638 -2.24625 -2.67932
H -2.06042 -2.49073 -1.52068
H -2.19566 -0.84845 -0.93700
H -0.41704 -1.99122 -2.97500
H -1.05830 -0.39672 -3.41258
Cl 1.72920 4.22622 1.01129
C 3.37215 3.57385 1.24487
C 3.52795 2.20969 0.62700
Cl 2.57269 0.97200 1.49152
H 3.57727 3.55382 2.31148
H 4.06223 4.26954 0.77193
H 4.56937 1.89814 0.67404
H 3.21419 2.20783 -0.41353
Cl 3.25011 -4.26765 2.35459
C 3.08190 -2.67284 3.12993
C 1.70128 -2.45893 3.69298
Cl 0.47203 -2.31120 2.40693
H 3.33136 -1.91343 2.39342
H 3.81345 -2.62982 3.93460
H 1.67715 -1.53318 4.26482
H 1.40481 -3.27545 4.34512
*
```

## Properties
- HOMO energy (eV) = -12.16
- HOMO-LUMO gap (eV) = 8.55


# 8
A structure of composition C7H17ClN2O2PSSr in a non-equilibrium geometry. Source: OMol25; level of theory: wB97M-V/def2-TZVPD.

```
! wB97M-V def2-TZVPD RIJCOSX def2/J DEFGRID3
* xyz 1 1
N 2.89572 -0.28158 1.30022
C 2.76182 -0.62143 -0.15226
C 2.08669 0.56669 -1.10160
O 3.19828 1.56525 -1.26906
C 0.82970 1.34587 -0.49416
P -0.91478 1.07090 -1.19245
Cl -0.26691 1.22811 -3.25666
C -0.84535 -0.82560 -1.18941
C -1.47914 -1.63374 0.05947
C -1.23144 -1.12549 1.57128
S -0.85699 -2.50725 2.83056
N -2.57120 0.94965 -1.86276
C -3.36746 1.51803 -0.85883
O -4.00007 2.38911 -0.02377
H 3.39435 0.60906 1.49903
H 2.01784 -0.39632 1.84839
H 3.87031 -0.74505 -0.57875
H 2.25276 -1.67693 -0.35635
H 1.98799 0.05410 -2.14697
H 3.25798 1.96214 -0.33096
H 1.05309 2.51510 -0.63238
H 0.81229 1.22015 0.69378
H -1.08771 2.52269 -1.25524
H -1.55501 1.16140 0.12897
H 0.17735 -1.32378 -1.45266
H -1.53925 -1.14126 -2.11691
H -1.01871 -2.73711 0.01601
H -2.63731 -1.80497 -0.14504
H -2.22416 -0.54917 1.90452
H -0.38024 -0.33414 1.62432
H -1.02037 -1.98996 4.14601
Sr -3.60007 -0.98444 2.79368
*
```

## Properties
- HOMO energy (eV) = -10.51
- HOMO-LUMO gap (eV) = 3.68


# 9
The ion C7H17IP with charge +1 in a non-equilibrium geometry. Source: OMol25; level of theory: wB97M-V/def2-TZVPD.

```
! wB97M-V def2-TZVPD RIJCOSX def2/J DEFGRID3
* xyz 1 1
C 2.63279 -1.38581 -1.93590
C -1.32777 2.82887 0.49103
C -1.00739 -1.54101 2.20711
C 1.65885 -0.45426 -1.04309
C -0.59496 1.86147 -0.44979
C -0.70171 -0.11585 1.80304
C 0.37256 -1.01818 -1.15656
P -0.94375 0.12419 -0.00915
I -3.25454 -0.50523 -0.57108
H 2.22406 -1.24821 -2.89891
H 2.55979 -2.36833 -1.68629
H 3.65869 -1.11879 -1.92937
H -1.72137 2.23487 1.41705
H -0.80949 3.72596 0.56989
H -2.24467 3.14336 0.00244
H -0.93068 -1.67322 3.27308
H -2.05329 -1.80449 1.99036
H -0.31348 -2.21967 1.72581
H 2.03920 -0.57303 -0.09447
H 1.88957 0.46491 -1.50756
H 0.54353 1.78327 -0.26592
H -0.89016 1.99190 -1.51135
H 0.19556 0.30490 2.13526
H -1.30818 0.60017 2.27163
H 0.40023 -1.99000 -0.70272
H -0.07340 -1.04779 -2.12453
*
```

## Properties
- HOMO energy (eV) = -13.79
- HOMO-LUMO gap (eV) = 9.63